# 1
C18H19ClGaN2O7S2 as an isolated structure in a non-equilibrium geometry. Source: OMol25; level of theory: wB97M-V/def2-TZVPD.

Net charge ... +1
HOMO-LUMO gap ... 0.2971 hartree
Relative energy (zero: lowest compared OMol25 entry of this formula, charge and spin) ... 18.5 kcal/mol
E_tot ... -122844.0042 eV

Structure (XYZ):
```
50
Properties=species:S:1:pos:R:3:mulliken_charge:R:1
Ga 0.90 0.53 -1.14 0.508
C -6.21 -1.74 2.20 -1.431
C -4.97 -1.55 1.38 0.991
C -4.31 -0.32 1.35 -0.975
C -3.15 -0.15 0.61 -0.483
C -2.65 -1.23 -0.11 -0.028
C -3.30 -2.46 -0.10 -0.289
C -4.45 -2.61 0.64 -0.700
S -1.10 -1.13 -0.92 1.484
O -1.01 0.06 -1.82 -0.767
O -0.77 -2.40 -1.47 -0.689
N -0.04 -0.56 0.18 0.317
C 0.78 -1.24 1.06 0.239
C 0.49 -2.37 1.79 -0.541
C 1.42 -2.87 2.72 -0.876
C 2.61 -2.24 2.95 -0.940
C 2.95 -1.08 2.21 0.875
C 4.15 -0.36 2.38 -0.472
C 4.41 0.72 1.57 -1.006
C 3.50 1.07 0.57 0.255
N 2.36 0.43 0.42 0.055
C 2.05 -0.61 1.23 0.150
H -6.46 -0.83 2.75 0.349
H -6.08 -2.55 2.91 0.346
H -7.05 -2.00 1.56 0.348
H -4.70 0.51 1.91 0.315
H -2.62 0.79 0.59 0.438
H -2.88 -3.28 -0.68 0.544
H -4.96 -3.57 0.65 0.410
H -0.46 -2.86 1.65 0.511
H 1.17 -3.76 3.27 0.402
H 3.31 -2.61 3.69 0.421
H 4.85 -0.67 3.14 0.453
H 5.33 1.29 1.68 0.404
H 3.71 1.87 -0.13 0.400
C 0.75 3.65 -3.78 -1.030
S 1.79 3.33 -2.35 0.626
C 1.52 4.89 -1.50 -1.039
O 0.92 2.39 -1.46 -0.265
H -0.26 3.89 -3.46 0.340
H 0.76 2.75 -4.39 0.298
H 1.20 4.48 -4.32 0.481
H 0.46 5.13 -1.44 0.332
H 2.05 5.66 -2.07 0.450
H 1.95 4.82 -0.51 0.358
O 3.24 0.73 -2.46 -0.627
Cl 2.43 -0.26 -3.14 1.888
O 3.18 -1.07 -4.00 -0.644
O 1.83 -1.07 -2.06 -0.570
O 1.34 0.41 -3.78 -0.615
```

***

# 2
A 4-piece molecular cluster, C7H24BN2O5 overall in a non-equilibrium geometry. Source: OMol25; level of theory: wB97M-V/def2-TZVPD.

Net charge ... +1
HOMO-LUMO gap ... 0.3022 hartree
E_tot ... -21537.8086 eV

Structure (XYZ):
```
39
Properties=species:S:1:pos:R:3:mulliken_charge:R:1
N 0.25 0.27 -0.19 -0.614
C -0.17 1.62 0.18 0.603
C -0.57 2.41 -1.08 -1.056
C -2.06 2.76 -0.97 -0.504
N -2.60 1.93 0.18 -0.006
B -3.38 0.66 -0.29 0.458
O -4.63 0.48 0.20 -0.450
O -2.73 -0.13 -1.15 -0.447
C -1.41 1.62 1.06 -1.030
H 0.81 -0.15 0.55 0.373
H 0.89 0.33 -0.97 0.235
H 0.63 2.13 0.73 0.236
H 0.01 3.33 -1.10 0.336
H -0.38 1.85 -1.99 0.390
H -2.61 2.46 -1.86 0.261
H -2.23 3.81 -0.75 0.396
H -3.26 2.49 0.72 0.359
H -4.76 0.44 1.15 0.348
H -3.16 -0.40 -1.97 0.308
H -1.56 0.76 1.71 0.386
H -1.33 2.47 1.75 0.385
C 0.10 -3.48 0.85 -0.642
O 0.86 -2.74 -0.10 -0.513
H 0.71 -4.33 1.15 0.279
H -0.14 -2.89 1.74 0.233
H -0.83 -3.86 0.42 0.299
H 0.35 -1.97 -0.38 0.294
C 2.57 2.07 3.16 -0.567
O 2.82 1.79 1.78 -0.484
H 1.63 1.57 3.42 0.197
H 3.35 1.67 3.80 0.311
H 2.45 3.14 3.35 0.282
H 3.65 2.22 1.55 0.280
C 2.91 -4.19 -3.09 -0.523
O 2.98 -3.56 -1.82 -0.451
H 3.91 -4.20 -3.51 0.212
H 2.55 -5.22 -3.02 0.249
H 2.26 -3.64 -3.78 0.237
H 2.10 -3.54 -1.42 0.337
```

***

# 3
C6H9N2S as an isolated structure in a non-equilibrium geometry. Source: OMol25; level of theory: wB97M-V/def2-TZVPD.

Net charge ... +1
HOMO-LUMO gap ... 0.3579 hartree
Relative energy (zero: lowest compared OMol25 entry of this formula, charge and spin) ... 29.3 kcal/mol
E_tot ... -20174.9097 eV

Structure (XYZ):
```
18
Properties=species:S:1:pos:R:3:mulliken_charge:R:1
C 2.16 1.39 -1.18 -0.463
C 0.98 0.89 -0.77 0.232
C -0.08 1.72 -1.14 -0.050
C -1.30 1.43 -0.34 -0.487
C 0.65 -0.12 0.21 0.522
C 0.40 -1.54 -0.14 -1.352
N 0.14 2.74 -1.94 -0.575
N -1.00 0.51 0.71 -0.346
S 1.74 2.80 -2.25 0.140
H 3.17 1.17 -0.99 0.489
H -1.60 2.42 0.00 0.338
H -2.14 1.08 -1.04 0.266
H 1.25 -0.07 1.22 0.350
H 0.50 -2.21 0.73 0.358
H 1.06 -1.72 -1.05 0.353
H -0.54 -1.70 -0.51 0.521
H -0.84 1.03 1.61 0.387
H -1.49 -0.31 1.00 0.319
```

***

# 4
C3H10SSi as an isolated structure in a non-equilibrium geometry. Source: OMol25; level of theory: wB97M-V/def2-TZVPD.

HOMO-LUMO gap ... 0.3080 hartree
Relative energy (zero: lowest compared OMol25 entry of this formula, charge and spin) ... 37.9 kcal/mol
E_tot ... -21983.6466 eV

Structure (XYZ):
```
15
Properties=species:S:1:pos:R:3:mulliken_charge:R:1
C 1.50 -1.45 -0.03 -1.000
C -1.80 1.43 0.07 -1.109
C 0.92 -0.12 0.41 -0.327
Si -1.40 -0.40 -0.07 0.407
S 1.53 1.47 -0.14 -0.230
H 1.60 -1.27 -1.19 0.250
H 2.52 -1.68 0.37 0.258
H 0.85 -2.31 0.04 0.284
H -1.08 2.08 -0.34 0.363
H -2.79 1.89 -0.12 0.382
H -1.71 1.73 1.09 0.381
H 0.99 -0.12 1.44 0.369
H -1.62 -1.07 1.21 -0.066
H -1.23 -1.32 -1.34 -0.074
H 1.73 1.12 -1.41 0.112
```

***

# 5
A 6-piece molecular cluster, C44H77F3NO7PSi overall in a non-equilibrium geometry. Source: OMol25; level of theory: wB97M-V/def2-TZVPD.

HOMO-LUMO gap ... 0.2229 hartree
E_tot ... -87992.3639 eV
Structure (SMILES) ... CCNC1=CC(=O)c2c(CCF)c(CC)c(P(C)C)c(C(F)(F)CC[Si](C)(C)c3ccccc3)c2C1=O.CC(C)O.CC(C)O.CC(C)O.CC(C)O.CC(C)O

Structure (XYZ):
```
134
Properties=species:S:1:pos:R:3:mulliken_charge:R:1
C 1.63 0.01 7.66 -0.881
C 2.19 -0.11 6.08 -0.191
N 2.62 -1.51 5.71 -0.176
C 1.48 -2.36 5.20 -0.049
C 0.33 -2.76 6.11 -0.534
C -0.93 -3.66 5.48 -0.111
O -1.53 -4.67 6.11 -0.551
C -1.30 -3.16 3.92 -0.004
C -2.88 -3.09 3.48 -0.033
C -4.11 -3.55 4.51 -0.766
C -4.27 -5.19 4.26 -0.230
F -3.43 -5.60 3.07 -0.323
C -3.17 -2.52 1.96 0.160
C -4.77 -2.43 1.53 -0.662
C -5.56 -1.14 2.16 -0.939
C -1.93 -2.06 0.94 -0.195
P -2.54 -1.35 -0.74 0.826
C -3.75 0.10 -0.49 -0.850
C -3.22 -2.71 -1.90 -0.847
C -0.31 -2.19 1.36 0.061
C 0.90 -1.77 0.37 1.113
F 2.13 -2.63 0.45 -0.322
F 0.58 -1.85 -1.11 -0.264
C 1.46 -0.21 0.58 -0.192
C 0.31 0.93 0.37 0.081
Si 0.37 1.87 -1.31 -0.062
C 0.78 0.79 -2.84 -0.378
C -1.44 2.55 -1.61 -0.311
C 1.54 3.40 -1.35 0.643
C 1.76 4.11 -2.85 -0.233
C 2.69 5.43 -3.13 -0.510
C 3.43 6.12 -1.84 -0.429
C 3.24 5.43 -0.36 -0.420
C 2.30 4.09 -0.06 -0.268
C -0.03 -2.75 2.90 0.406
C 1.43 -2.92 3.62 0.211
O 2.52 -3.54 3.21 -0.508
H 0.43 -0.01 7.66 0.209
H 1.97 1.02 8.17 0.302
H 2.07 -0.85 8.33 0.246
H 1.46 0.41 5.32 0.168
H 3.18 0.56 6.07 0.323
H 2.99 -1.96 6.58 0.381
H 0.30 -2.41 7.24 0.272
H -5.14 -3.07 4.24 0.052
H -3.76 -3.40 5.62 0.394
H -3.83 -5.81 5.17 0.237
H -5.37 -5.50 3.98 0.318
H -5.29 -3.40 1.99 0.341
H -4.96 -2.48 0.38 0.144
H -6.01 -1.32 3.25 0.323
H -4.78 -0.25 2.26 0.185
H -6.40 -0.80 1.40 0.292
H -4.85 -0.36 -0.48 0.303
H -3.64 0.64 0.56 0.134
H -3.75 0.92 -1.32 0.346
H -3.05 -3.82 -1.52 0.327
H -4.36 -2.47 -2.12 0.339
H -2.65 -2.58 -2.94 0.209
H 1.92 -0.13 1.65 0.336
H 2.37 -0.13 -0.19 -0.328
H -0.74 0.46 0.61 -0.193
H 0.50 1.75 1.22 0.326
H 0.88 1.46 -3.82 0.324
H 1.77 0.19 -2.65 -0.069
H -0.07 -0.02 -3.02 0.150
H -1.96 1.73 -2.27 0.163
H -2.00 2.78 -0.60 0.076
H -1.30 3.52 -2.29 0.015
H 1.21 3.64 -3.80 0.015
H 2.77 5.86 -4.24 0.339
H 4.09 7.08 -2.03 0.284
H 3.79 5.96 0.54 0.242
H 2.18 3.61 1.03 0.197
C 6.10 -0.99 -4.08 -1.385
C 5.00 -0.14 -3.46 0.368
C 5.07 -0.17 -1.94 -0.864
O 3.73 -0.64 -3.88 -0.504
H 6.01 -2.04 -3.77 0.355
H 6.03 -0.97 -5.17 0.334
H 7.09 -0.62 -3.78 0.375
H 5.08 0.89 -3.81 0.288
H 4.94 -1.19 -1.56 0.287
H 4.26 0.43 -1.51 -0.067
H 6.03 0.22 -1.58 0.447
H 3.65 -1.55 -3.57 0.353
C -4.10 6.71 -0.55 -1.350
C -4.31 5.25 -0.18 0.730
C -5.60 5.06 0.59 -1.435
O -3.22 4.79 0.60 -0.504
H -4.02 7.33 0.35 0.380
H -3.16 6.83 -1.10 0.260
H -4.92 7.09 -1.16 0.359
H -4.34 4.64 -1.10 0.244
H -5.58 5.62 1.54 0.345
H -5.74 4.00 0.86 0.327
H -6.47 5.39 0.01 0.375
H -3.18 5.32 1.41 0.299
C -0.65 6.46 -5.29 -1.026
C -1.62 7.07 -4.28 0.340
C -1.32 8.54 -4.04 -1.277
O -1.52 6.36 -3.05 -0.380
H 0.38 6.53 -4.93 0.084
H -0.87 5.40 -5.44 0.281
H -0.72 6.98 -6.25 0.423
H -2.65 6.95 -4.64 0.253
H -0.31 8.67 -3.64 0.324
H -2.02 8.95 -3.30 0.312
H -1.41 9.11 -4.97 0.392
H -0.61 6.45 -2.72 0.258
C -0.58 -5.03 -4.96 -1.157
C -2.04 -4.92 -5.38 0.441
C -2.23 -5.35 -6.82 -1.346
O -2.46 -3.56 -5.23 -0.521
H 0.06 -4.39 -5.57 0.321
H -0.45 -4.71 -3.92 0.253
H -0.23 -6.07 -5.05 0.367
H -2.66 -5.53 -4.72 0.265
H -1.65 -4.71 -7.50 0.349
H -3.28 -5.24 -7.12 0.322
H -1.93 -6.39 -6.97 0.374
H -1.91 -3.01 -5.81 0.338
C 6.46 -4.28 2.81 -1.086
C 6.69 -4.72 4.25 0.364
C 6.28 -6.16 4.47 -1.184
O 5.95 -3.87 5.12 -0.529
H 5.40 -4.36 2.55 0.218
H 6.75 -3.24 2.67 0.298
H 7.03 -4.90 2.11 0.378
H 7.75 -4.59 4.50 0.294
H 5.21 -6.30 4.27 0.272
H 6.44 -6.46 5.51 0.313
H 6.85 -6.84 3.82 0.363
H 5.01 -3.98 4.91 0.309
```

***

# 6
A 7-piece molecular cluster, C12H38O7 overall in a non-equilibrium geometry. Source: OMol25; level of theory: wB97M-V/def2-TZVPD.

HOMO-LUMO gap ... 0.3586 hartree
Relative energy (zero: lowest compared OMol25 entry of this formula, charge and spin) ... 64.0 kcal/mol
E_tot ... -27390.4243 eV
Structure (SMILES) ... CCO.CCO.CCO.CCO.CCO.CCO.O

Structure (XYZ):
```
57
Properties=species:S:1:pos:R:3:mulliken_charge:R:1
C -0.19 3.15 -0.67 -0.578
C -1.46 3.34 0.05 -0.470
O -2.32 2.25 0.04 -0.562
H 0.30 4.04 -1.06 0.478
H -0.42 2.50 -1.51 -0.082
H 0.54 2.73 0.03 0.172
H -2.05 4.18 -0.31 0.533
H -1.19 3.46 1.10 0.167
H -3.22 2.59 0.08 0.308
C 2.87 -0.51 -1.94 -0.660
C 2.69 0.93 -2.42 0.003
O 4.01 1.51 -2.60 -0.565
H 3.49 -0.62 -1.05 0.291
H 3.30 -1.04 -2.79 0.439
H 1.92 -1.02 -1.75 -0.131
H 2.16 1.56 -1.69 -0.007
H 2.17 0.88 -3.37 0.234
H 4.37 1.16 -3.42 0.324
C 0.58 -3.49 -0.78 -0.765
C -0.95 -3.36 -0.92 -0.325
O -1.26 -1.98 -0.77 -0.475
H 1.13 -3.20 -1.67 0.219
H 0.93 -4.51 -0.59 0.439
H 0.89 -2.96 0.12 -0.004
H -1.54 -3.94 -0.21 0.312
H -1.41 -3.80 -1.81 0.361
H -2.19 -1.84 -0.95 0.190
C -1.09 -0.35 -3.88 -0.658
C -1.84 0.91 -3.41 0.105
O -3.08 0.91 -3.98 -0.542
H -1.41 -1.32 -3.49 0.198
H -0.03 -0.23 -3.65 -0.066
H -1.16 -0.53 -4.95 0.425
H -1.33 1.83 -3.69 0.240
H -1.85 0.98 -2.33 -0.062
H -2.99 0.85 -4.94 0.338
C 2.86 -1.65 2.76 -0.867
C 1.40 -1.32 3.18 -0.300
O 1.17 0.06 2.92 -0.511
H 3.65 -1.09 3.26 0.351
H 2.93 -1.55 1.68 0.024
H 2.92 -2.71 2.98 0.358
H 1.22 -1.50 4.24 0.349
H 0.70 -1.83 2.52 0.190
H 0.77 0.12 2.04 0.430
C -1.80 -0.16 4.58 -0.882
C -1.78 1.16 3.78 0.283
O -1.25 2.16 4.67 -0.602
H -2.27 0.02 5.55 0.340
H -0.79 -0.52 4.73 0.014
H -2.34 -0.97 4.09 0.317
H -2.79 1.52 3.58 0.346
H -1.14 1.17 2.90 -0.147
H -0.30 2.12 4.59 0.344
O -0.20 0.04 0.62 -0.227
H -0.91 0.64 0.39 -0.006
H -0.39 -0.76 0.14 0.372
```